Below is 2 unconnected molecules or ions with the total composition C5H9NO in a non-equilibrium geometry, with properties calculated with ωB97M-V with the def2-TZVPD basis set.

Element x y z (Å)
C 1.915 -0.020 -0.259
C 0.617 -0.146 0.548
C -0.377 -1.100 -0.061
O 0.029 -2.407 -0.120
C -1.567 -0.770 -0.561
C -2.281 2.435 1.158
N -1.644 2.654 0.196
H 1.734 0.456 -1.227
H 2.669 0.564 0.281
H 2.346 -1.002 -0.476
H 0.148 0.833 0.672
H 0.857 -0.491 1.565
H -1.118 2.804 -0.640
H 0.806 -2.525 0.439
H -2.223 -1.539 -0.955
H -1.911 0.255 -0.559

Kohn-Sham gap   9.562 eV
Multiplicity   1
HOMO energy   -8.81 eV
Lowest unoccupied orbital energy   0.75 eV
ΔE to the lowest compared entry with this formula, charge and spin   62.9 kcal/mol

Below is a molecular structure, C5H9NO in a non-equilibrium geometry, with properties calculated with ωB97M-V with the def2-TZVPD basis set.

Element x y z (Å)
C -0.098 -0.213 -0.037
C -0.966 0.679 0.781
C -0.636 1.048 -0.643
C 2.173 -0.751 -0.978
C 1.306 -0.508 0.243
N -2.175 -0.178 0.904
O 1.770 -0.544 1.371
H -1.255 -0.995 0.123
H -0.620 1.241 1.642
H -3.048 0.335 0.793
H -2.209 -0.635 1.813
H 0.023 1.903 -0.765
H -1.419 0.993 -1.394
H 2.369 0.208 -1.472
H 1.665 -1.391 -1.699
H 3.121 -1.192 -0.681

Kohn-Sham gap   9.703 eV
Multiplicity   1
HOMO energy   -8.79 eV
Lowest unoccupied orbital energy   0.91 eV
ΔE to the lowest compared entry with this formula, charge and spin   88.7 kcal/mol

Below is a molecular structure, C5H9NO, with properties calculated with ωB97M-V with the def2-TZVPD basis set.

Element x y z (Å)
C 1.820 0.075 0.651
C 0.713 -0.088 -0.371
N -0.212 -1.280 -0.169
C -0.974 -0.421 0.839
C -0.697 0.551 -0.308
O -1.089 1.872 -0.446
C -1.099 -0.619 -1.208
H 2.584 -0.679 0.445
H 2.295 1.059 0.583
H 1.490 -0.076 1.681
H 1.146 -0.097 -1.379
H -0.463 -0.272 1.793
H -2.008 -0.748 0.988
H -0.692 2.360 0.288
H -0.681 -0.659 -2.218
H -2.131 -0.980 -1.177

Kohn-Sham gap   10.311 eV
Multiplicity   1
HOMO energy   -9.53 eV
Lowest unoccupied orbital energy   0.78 eV
ΔE to the lowest compared entry with this formula, charge and spin   79.7 kcal/mol

Below is a single C5H9NO molecule in a non-equilibrium geometry, with properties calculated with ωB97M-V with the def2-TZVPD basis set.

Element x y z (Å)
C 0.528 1.654 1.705
C 0.627 0.483 0.526
C -0.664 -0.445 0.450
C -0.966 -1.394 -0.906
C 0.358 -0.711 -2.931
H 1.570 1.630 2.198
H -0.150 0.972 2.520
H 0.074 2.718 1.399
H 1.439 -0.067 1.102
H 0.809 0.991 -0.416
H -1.407 0.421 0.606
H -0.743 -1.000 1.494
H -0.168 -2.296 -0.846
H -2.015 -1.624 -1.080
N -0.738 -0.525 -2.107
O 1.445 -0.807 -3.713

Kohn-Sham gap   10.550 eV
Multiplicity   1
SMILES string   CCCCN=C=O
HOMO energy   -10.19 eV
Lowest unoccupied orbital energy   0.36 eV
ΔE to the lowest compared entry with this formula, charge and spin   124.7 kcal/mol

Below is a single C5H9NO molecule in a non-equilibrium geometry, with properties calculated with ωB97M-V with the def2-TZVPD basis set.

Element x y z (Å)
C 0.302 -1.366 0.486
C 0.875 0.960 -0.164
C -0.919 -0.642 -1.567
C -0.392 -0.395 -0.179
N 1.268 1.386 1.087
C -1.739 0.159 0.892
O -1.584 0.905 1.795
H 2.013 0.843 1.503
H 0.483 1.527 1.725
H 0.256 -2.399 0.164
H 0.705 -1.213 1.477
H 0.186 1.663 -0.627
H 1.693 0.694 -0.826
H -1.462 -1.585 -1.620
H -0.097 -0.704 -2.281
H -1.589 0.167 -1.862

Kohn-Sham gap (spin up / spin down)   7.493 / 7.549 eV
Multiplicity   1
HOMO energy (spin up / spin down)   -7.69 / -7.73 eV
Lowest unoccupied orbital energy (spin up / spin down)   -0.20 / -0.18 eV
ΔE to the lowest compared entry with this formula, charge and spin   107.2 kcal/mol

Below is a single C5H9NO molecule, with properties calculated with ωB97M-V with the def2-TZVPD basis set.

Element x y z (Å)
N 2.496 0.312 -0.389
C 1.156 0.207 -0.099
C 0.622 -0.888 0.465
C -0.846 -1.189 0.380
C -1.568 -0.010 -0.283
C -0.877 1.283 0.126
O 0.437 1.311 -0.440
H 2.897 1.180 -0.690
H 2.946 -0.540 -0.670
H 1.308 -1.618 0.881
H -1.273 -1.404 1.368
H -0.998 -2.094 -0.227
H -1.489 -0.081 -1.374
H -2.632 0.007 -0.024
H -0.792 1.348 1.220
H -1.387 2.176 -0.244

Kohn-Sham gap   8.687 eV
Multiplicity   1
SMILES string   NC1=CCCCO1
HOMO energy   -7.59 eV
Lowest unoccupied orbital energy   1.10 eV
ΔE to the lowest compared entry with this formula, charge and spin   27.3 kcal/mol

Below is a single C5H9NO molecule in a non-equilibrium geometry, with properties calculated with ωB97M-V with the def2-TZVPD basis set.

Element x y z (Å)
C -0.293 -1.591 -0.524
C 0.724 -0.567 -0.021
O 1.600 -0.170 -1.059
C 0.194 0.788 0.513
C -0.857 1.524 -0.322
C -0.287 0.579 1.878
N -0.643 0.381 2.959
H -1.048 -1.832 0.232
H 0.214 -2.536 -0.779
H -0.774 -1.220 -1.432
H 1.254 -1.039 0.824
H 2.179 -0.903 -1.285
H 1.074 1.442 0.580
H -1.034 2.520 0.101
H -1.801 0.974 -0.316
H -0.502 1.649 -1.348

Kohn-Sham gap   11.532 eV
Multiplicity   1
SMILES string   C[C@@H](O)[C@@H](C)C#N
HOMO energy   -10.88 eV
Lowest unoccupied orbital energy   0.65 eV
ΔE to the lowest compared entry with this formula, charge and spin   23.6 kcal/mol

Below is a single C5H9NO molecule in a non-equilibrium geometry, with properties calculated with ωB97M-V with the def2-TZVPD basis set.

Element x y z (Å)
C -1.268 -0.235 1.318
C -0.653 -0.694 0.011
N -1.045 1.460 -0.909
C -0.386 0.380 -1.010
C 1.725 0.508 0.033
C 1.665 -0.825 -0.065
O 0.539 -1.517 0.242
H -0.618 0.467 1.847
H -2.238 0.253 1.180
H -1.401 -1.130 1.927
H -1.369 -1.334 -0.524
H -1.081 1.917 -1.815
H 0.133 0.038 -1.914
H 1.110 1.051 0.736
H 2.428 1.086 -0.548
H 2.460 -1.424 -0.509

Kohn-Sham gap   9.775 eV
Multiplicity   1
SMILES string   [H]/N=C/[C@H](C)OC=C
HOMO energy   -8.77 eV
Lowest unoccupied orbital energy   1.01 eV
ΔE to the lowest compared entry with this formula, charge and spin   70.5 kcal/mol

Below is 2 unconnected molecules or ions with the total composition C5H9NO, with properties calculated with ωB97M-V with the def2-TZVPD basis set.

Element x y z (Å)
C -0.861 -0.172 1.639
C -1.378 -1.066 0.756
N -1.146 -0.581 -0.507
C -0.394 0.562 -0.440
C -0.221 0.855 0.879
C 0.163 1.173 -1.676
H -0.785 -0.228 2.712
H -2.043 -1.902 0.896
H -1.160 -1.165 -1.326
H 0.332 1.686 1.280
H 0.807 0.450 -2.187
H -0.609 1.485 -2.390
H 0.770 2.053 -1.461
H 2.695 -0.863 0.041
H 1.697 -0.852 1.207
O 2.136 -1.435 0.578

Kohn-Sham gap   9.097 eV
Multiplicity   1
SMILES string   Cc1ccc[nH]1.O
HOMO energy   -8.21 eV
Lowest unoccupied orbital energy   0.89 eV
ΔE to the lowest compared entry with this formula, charge and spin   18.6 kcal/mol

Below is 2 unconnected molecules or ions with the total composition C5H9NO in a non-equilibrium geometry, with properties calculated with ωB97M-V with the def2-TZVPD basis set.

Element x y z (Å)
C 1.240 1.891 -0.107
C 0.434 0.807 -0.838
C -0.743 0.117 -0.598
N -1.119 -0.383 -1.822
C -0.207 -0.082 -2.819
C 0.823 0.584 -2.205
H 0.585 2.649 0.301
H 1.689 1.441 0.750
H 2.080 2.151 -0.747
H -1.457 0.193 0.215
H -1.970 -0.873 -2.180
H -0.313 -0.556 -3.788
H 1.474 1.330 -2.640
H -0.154 -2.954 5.341
H -1.146 -2.217 6.415
O -0.284 -2.288 6.012

Kohn-Sham gap   9.118 eV
Multiplicity   1
SMILES string   Cc1cc[nH]c1.O
HOMO energy   -8.19 eV
Lowest unoccupied orbital energy   0.93 eV
ΔE to the lowest compared entry with this formula, charge and spin   43.3 kcal/mol

Below is a single C5H9NO molecule, with properties calculated with ωB97M-V with the def2-TZVPD basis set.

Element x y z (Å)
C 1.782 0.191 0.638
C 0.908 0.704 -0.481
N 0.740 -0.196 -1.625
C -0.429 0.174 -0.832
C -1.151 -0.865 -0.015
C -1.890 -0.212 1.130
O -1.831 0.968 1.385
H 1.813 -0.902 0.627
H 2.808 0.546 0.488
H 1.442 0.535 1.620
H 1.026 1.767 -0.689
H 0.758 0.318 -2.501
H -1.109 0.904 -1.272
H -0.465 -1.619 0.394
H -1.881 -1.428 -0.615
H -2.521 -0.885 1.749

Kohn-Sham gap   10.654 eV
Multiplicity   1
SMILES string   C[C@H]1N[C@H]1CC=O
HOMO energy   -9.60 eV
Lowest unoccupied orbital energy   1.06 eV
ΔE to the lowest compared entry with this formula, charge and spin   46.0 kcal/mol

Below is 2 unconnected molecules or ions with the total composition C5H9NO in a non-equilibrium geometry, with properties calculated with ωB97M-V with the def2-TZVPD basis set.

Element x y z (Å)
C 1.164 -0.422 -0.674
C 1.011 0.932 -0.982
N -0.441 1.011 -1.181
C -1.062 0.070 -0.423
C -0.115 -0.946 -0.062
C -2.540 -0.014 -0.373
H 2.009 -0.972 -1.107
H 1.536 1.591 -1.659
H -1.029 1.890 -1.233
H -0.235 -1.902 0.450
H -3.055 -0.153 -1.401
H -2.768 -1.003 0.137
H -2.806 0.941 0.171
H 2.877 -0.827 2.156
H 2.366 0.249 3.161
O 3.090 -0.446 3.020

Kohn-Sham gap   9.082 eV
Multiplicity   1
SMILES string   Cc1ccc[nH]1.O
HOMO energy   -8.27 eV
Lowest unoccupied orbital energy   0.81 eV
ΔE to the lowest compared entry with this formula, charge and spin   62.1 kcal/mol

Below is a single C5H9NO molecule, with properties calculated with ωB97M-V with the def2-TZVPD basis set.

Element x y z (Å)
C 1.574 0.544 0.653
C 0.824 -0.104 -0.498
N -0.429 -0.875 -0.233
C -0.936 -0.886 1.124
C 0.000 0.829 -1.385
O 0.209 1.879 -1.924
C -1.229 -0.047 -1.160
H 2.001 -0.214 1.317
H 2.395 1.145 0.252
H 0.935 1.206 1.244
H 1.518 -0.711 -1.095
H -0.237 -1.406 1.787
H -1.883 -1.435 1.139
H -1.127 0.120 1.541
H -1.585 -0.588 -2.044
H -2.073 0.487 -0.700

Kohn-Sham gap   9.863 eV
Multiplicity   1
SMILES string   C[C@@H]1C(=O)CN1C
HOMO energy   -8.98 eV
Lowest unoccupied orbital energy   0.88 eV
ΔE to the lowest compared entry with this formula, charge and spin   45.7 kcal/mol

Below is a single C5H9NO molecule, with properties calculated with ωB97M-V with the def2-TZVPD basis set.

Element x y z (Å)
C 1.259 -0.003 -1.865
N 0.706 0.250 -0.545
C 1.093 -0.660 0.502
C -0.282 -0.709 -0.082
C -1.485 -0.215 0.672
O -2.440 -0.947 0.830
C -1.433 1.187 1.229
H 2.257 0.443 -1.930
H 0.618 0.469 -2.615
H 1.340 -1.078 -2.099
H 1.757 -1.488 0.249
H 1.255 -0.229 1.488
H -0.495 -1.570 -0.716
H -2.451 1.539 1.405
H -0.902 1.179 2.188
H -0.891 1.858 0.559

Kohn-Sham gap   10.336 eV
Multiplicity   1
SMILES string   CC(=O)[C@@H]1CN1C
HOMO energy   -9.38 eV
Lowest unoccupied orbital energy   0.96 eV
ΔE to the lowest compared entry with this formula, charge and spin   45.1 kcal/mol

Below is a single C5H9NO molecule in a non-equilibrium geometry, with properties calculated with ωB97M-V with the def2-TZVPD basis set.

Element x y z (Å)
C -1.062 -1.192 1.056
C 0.956 0.458 0.593
C -0.429 0.102 0.259
C 1.925 1.022 -0.417
C -1.045 0.251 -1.107
N -1.631 -2.082 0.398
O -0.140 1.225 1.031
H -0.914 -1.127 2.135
H 1.438 -0.096 1.400
H 2.474 1.851 0.015
H 1.417 1.370 -1.310
H 2.632 0.241 -0.698
H -2.124 0.339 -1.006
H -0.830 -0.640 -1.687
H -0.673 1.137 -1.612
H -1.992 -2.858 0.949

Kohn-Sham gap   10.601 eV
Multiplicity   1
SMILES string   [H]/N=C/[C@@]1(C)O[C@@H]1C
HOMO energy   -9.61 eV
Lowest unoccupied orbital energy   0.99 eV
ΔE to the lowest compared entry with this formula, charge and spin   54.2 kcal/mol